Entry from the OMol25 dataset: 10 unconnected molecules or ions with the total composition C47H57N4O17 (wB97M-V/def2-TZVPD).

```
125
Properties=species:S:1:pos:R:3
C -0.57 -1.54 -0.81
C 0.49 -0.45 -0.62
C 0.60 0.41 -1.85
O 0.41 0.29 0.57
H -1.58 -1.11 -0.84
H -0.63 -2.13 0.11
H -0.50 -2.12 -1.73
H 1.43 -1.03 -0.58
H 0.77 -0.25 -2.72
H 1.40 1.14 -1.80
H -0.33 0.88 -2.20
C -4.69 -1.08 3.42
C -4.57 -1.77 4.63
C -3.34 -2.20 5.08
C -2.22 -2.03 4.25
C -2.31 -1.45 2.98
C -3.55 -0.87 2.65
O -3.77 -0.08 1.58
O -3.21 -2.80 6.30
H -5.69 -0.91 3.05
H -5.45 -1.93 5.24
H -1.26 -2.42 4.56
H -1.46 -1.34 2.32
H -3.03 0.16 1.00
H -2.47 -3.41 6.32
C -0.59 3.53 -0.84
C -0.62 4.58 -1.77
C -1.81 5.20 -2.09
C -3.03 4.67 -1.67
C -3.04 3.59 -0.81
C -1.80 3.00 -0.43
O -1.87 1.95 0.43
O -1.72 6.32 -2.89
H 0.31 3.09 -0.47
H 0.32 5.04 -2.07
H -3.88 5.01 -2.26
H -3.98 3.16 -0.49
H -1.04 1.42 0.35
H -1.08 6.95 -2.55
C -3.34 1.05 -3.20
C -3.20 1.16 -4.58
C -4.02 0.38 -5.38
C -5.03 -0.44 -4.84
C -5.13 -0.49 -3.49
C -4.26 0.17 -2.65
O -4.42 0.19 -1.27
O -3.96 0.53 -6.75
H -2.72 1.67 -2.57
H -2.51 1.90 -4.94
H -5.63 -0.99 -5.55
H -5.93 -1.06 -3.03
H -4.15 1.10 -1.07
H -3.25 1.10 -7.06
C 4.60 2.74 -6.20
C 3.63 3.30 -5.34
C 3.44 2.77 -4.07
C 4.08 1.55 -3.73
C 5.00 1.04 -4.61
C 5.34 1.65 -5.83
O 6.40 1.14 -6.50
O 2.52 3.41 -3.30
H 4.75 3.16 -7.20
H 3.08 4.17 -5.66
H 3.90 1.05 -2.79
H 5.56 0.15 -4.35
H 6.34 1.39 -7.43
H 2.08 2.75 -2.76
C 1.60 2.38 5.87
C 1.38 2.78 4.54
C 0.76 1.85 3.69
C 0.57 0.53 4.06
C 0.96 0.16 5.33
C 1.42 1.04 6.26
O 1.77 0.67 7.54
O 0.53 2.34 2.42
H 2.05 2.98 6.65
H 1.65 3.76 4.20
H 0.09 -0.17 3.38
H 0.81 -0.89 5.52
H 2.59 0.17 7.58
H 0.51 1.58 1.79
C -2.18 -4.90 1.50
C -1.88 -5.24 2.81
C -0.64 -5.79 3.07
C 0.26 -6.04 2.03
C 0.00 -5.59 0.73
C -1.25 -5.00 0.49
O -1.47 -4.56 -0.79
O -0.36 -6.25 4.33
H -3.08 -4.32 1.30
H -2.58 -5.00 3.59
H 1.10 -6.71 2.18
H 0.77 -5.51 -0.03
H -1.98 -3.74 -0.70
H -0.86 -5.80 5.01
C 3.73 -2.39 4.82
C 3.76 -1.40 3.87
C 2.78 -1.31 2.88
C 1.80 -2.28 2.82
C 1.66 -3.17 3.89
C 2.62 -3.23 4.89
O 2.42 -4.15 5.88
O 2.80 -0.38 1.86
H 4.35 -2.43 5.72
H 4.58 -0.69 3.82
H 1.00 -2.26 2.09
H 0.80 -3.78 4.10
H 3.20 -4.38 6.39
H 1.93 -0.33 1.41
C 0.27 -0.36 -6.65
O -0.21 0.14 -7.67
N 1.60 -0.58 -6.51
N -0.40 -0.45 -5.47
H 1.96 -0.93 -5.65
H 2.15 -0.24 -7.28
H -1.37 -0.16 -5.42
H -0.02 -0.93 -4.67
C 3.21 3.44 0.20
O 4.24 3.98 -0.21
N 2.16 3.99 0.91
N 3.02 2.11 0.07
H 1.53 3.26 1.27
H 2.08 4.91 1.30
H 2.19 1.59 0.31
H 3.77 1.69 -0.46
```

Values from the calculation:
- 2S+1: 1
- Gap between HOMO and LUMO: 7.838 eV
- Charge: -1

Löwdin atomic charge list, values in e, 99 entries: atom 1 (C): -0.051, atom 2 (C): -0.572, atom 3 (C): -0.058, atom 4 (O): -0.308, atom 5 (H): 0.075, atom 6 (H): 0.057, atom 7 (H): 0.079, atom 8 (H): 0.125, atom 9 (H): 0.060, atom 10 (H): 0.040, atom 11 (H): 0.075, atom 12 (C): -0.005, atom 13 (C): -0.022, atom 14 (C): -0.347, atom 15 (C): -0.029, atom 16 (C): 0.000, atom 17 (C): -0.311, atom 18 (O): 0.040, atom 19 (O): 0.032, atom 20 (H): 0.114, atom 21 (H): 0.113, atom 22 (H): 0.101, atom 23 (H): 0.093, atom 24 (H): 0.070, atom 25 (H): 0.090, atom 26 (C): -0.011, atom 27 (C): -0.002, atom 28 (C): -0.330, atom 29 (C): -0.016, atom 30 (C): -0.023, atom 31 (C): -0.325, atom 32 (O): 0.015, atom 33 (O): 0.015, atom 34 (H): 0.084, atom 35 (H): 0.117, atom 36 (H): 0.117, atom 37 (H): 0.114, atom 38 (H): 0.057, atom 39 (H): 0.098, atom 40 (C): -0.010, atom 41 (C): -0.044, atom 42 (C): -0.318, atom 43 (C): -0.010, atom 44 (C): -0.032, atom 45 (C): -0.302, atom 46 (O): 0.030, atom 47 (O): 0.029, atom 48 (H): 0.098, atom 49 (H): 0.126, atom 50 (H): 0.120, atom 51 (H): 0.123, atom 52 (H): 0.065, atom 53 (H): 0.099, atom 54 (C): -0.026, atom 55 (C): -0.006, atom 56 (C): -0.312, atom 57 (C): -0.009, atom 58 (C): -0.031, atom 59 (C): -0.360, atom 60 (O): 0.045, atom 61 (O): 0.038, atom 62 (H): 0.109, atom 63 (H): 0.115, atom 64 (H): 0.104, atom 65 (H): 0.117, atom 66 (H): 0.105, atom 67 (H): 0.068, atom 68 (C): -0.008, atom 69 (C): 0.008, atom 70 (C): -0.272, atom 71 (C): -0.006, atom 72 (C): -0.027, atom 73 (C): -0.339, atom 74 (O): 0.016, atom 75 (O): -0.019, atom 76 (H): 0.110, atom 77 (H): 0.108, atom 78 (H): 0.091, atom 79 (H): 0.116, atom 80 (H): 0.097, atom 81 (H): 0.051, atom 82 (C): -0.023, atom 83 (C): -0.029, atom 84 (C): -0.345, atom 85 (C): -0.007, atom 86 (C): 0.006, atom 87 (C): -0.336, atom 88 (O): 0.015, atom 89 (O): 0.029, atom 90 (H): 0.122, atom 91 (H): 0.115, atom 92 (H): 0.115, atom 93 (H): 0.116, atom 94 (H): 0.080, atom 95 (H): 0.093, atom 96 (C): -0.038, atom 97 (C): -0.019, atom 98 (C): -0.317, atom 99 (C): -0.008